(1)
The following is a DFT calculation (ωB97M-V/def2-TZVPD) of C6H14Cl2NPS in the gas phase in a non-equilibrium geometry.

Each line ends with the natural charge from an NBO analysis.
Positions of all 25 atoms, in Å:
C (1.046, 2.384, 2.675)  -0.597
C (0.406, 1.026, 2.329)  -0.420
C (0.577, 0.490, 0.930)  -0.403
C (0.335, -1.054, 0.718)  -0.211
N (0.347, -1.507, -0.668)  -0.867
P (-1.361, -2.283, -1.342)  1.255
S (-3.041, -1.465, -0.715)  -0.529
Cl (-1.033, -4.147, -0.791)  -0.211
C (-1.232, -2.305, -3.232)  -0.719
C (-1.606, -0.887, -3.763)  -0.402
Cl (-0.595, 0.458, -3.226)  -0.019
H (1.122, 2.899, 1.712)  0.199
H (0.477, 3.079, 3.253)  0.214
H (1.979, 2.298, 3.081)  0.202
H (0.744, 0.456, 3.208)  0.206
H (-0.647, 0.888, 2.452)  0.212
H (-0.053, 0.839, 0.231)  0.200
H (1.615, 0.516, 0.546)  0.184
H (-0.756, -1.314, 1.018)  0.182
H (1.041, -1.499, 1.337)  0.183
H (0.626, -0.659, -1.128)  0.376
H (-0.177, -2.744, -3.362)  0.253
H (-1.903, -3.084, -3.399)  0.247
H (-2.606, -0.872, -3.507)  0.235
H (-1.445, -1.031, -4.947)  0.231

Properties
- HOMO-LUMO gap (hartree) = 0.349
- E_LUMO (eV) = 0.59
- E (Eh) = -1951.6580

(2)
The following is a DFT calculation (ωB97M-V/def2-TZVPD) of a molecular structure, C5H10CdO3 in a non-equilibrium geometry.

Each line ends with the natural charge from an NBO analysis.
Positions of all 19 atoms, in Å:
O (-2.119, -0.221, 0.653)  -0.964
C (-1.928, 1.155, 0.797)  -0.102
C (-0.614, 1.631, 0.193)  -0.176
O (0.458, 0.919, 0.873)  -0.649
C (1.662, 0.795, 0.076)  -0.161
C (1.230, -0.024, -1.124)  -0.529
O (1.481, -1.421, -0.704)  -0.653
C (1.714, -2.295, -1.785)  -0.251
Cd (-0.416, -0.948, 0.172)  1.626
H (-1.944, 1.433, 1.873)  0.163
H (-2.737, 1.731, 0.304)  0.172
H (-0.473, 2.712, 0.351)  0.187
H (2.548, 0.520, 0.667)  0.207
H (1.898, 1.802, -0.303)  0.181
H (1.842, 0.198, -2.006)  0.175
H (2.761, -2.209, -2.115)  0.181
H (1.505, -3.316, -1.445)  0.186
H (1.060, -2.061, -2.642)  0.179
H (-0.139, 1.546, -1.030)  0.230

Properties
- HOMO-LUMO gap (hartree) = 0.255
- relative energy (zero: lowest compared OMol25 entry of this formula, charge and spin) (kcal/mol) = 99.8
- E_LUMO (eV) = -0.12
- E (Eh) = -589.7444